{"formula": "C4H14NO5S", "method": "ωB97M-V/def2-TZVPD", "symbols": ["S", "O", "O", "O", "O", "O", "N", "C", "C", "C", "C", "H", "H", "H", "H", "H", "H", "H", "H", "H", "H", "H", "H", "H", "H"], "coordinates": [[2.87704, 0.88704, -0.56782], [-1.62181, -3.34472, -0.11675], [-0.31774, -0.03061, -0.63337], [-1.58307, 2.89415, -1.33384], [-2.20559, 0.37308, 0.55871], [-2.25356, 0.48108, -2.52919], [-0.49803, -0.79637, 1.49933], [2.06071, -0.60697, 1.77714], [-1.06768, -0.06557, 0.36062], [0.81228, -1.52031, 1.37924], [2.20076, 0.77286, 1.13364], [-1.42552, 0.21048, -2.05751], [0.59899, -2.41728, 1.97204], [0.95733, -1.84177, 0.35490], [-2.99146, 0.38489, -1.93352], [2.98794, -1.14271, 1.54446], [1.28146, 1.31671, 1.28134], [-1.63671, 2.07877, -1.86202], [-0.84958, -0.57472, 2.41333], [-1.63716, 2.66201, -0.39093], [-1.16401, -2.77620, 0.52379], [2.16271, 0.04386, -1.27174], [1.83721, -0.51143, 2.85486], [3.08495, 1.24558, 1.60272], [-2.13217, -2.67470, -0.59731]], "lowdin_charge": [0.678, -0.074, -0.069, -0.104, -0.035, -0.094, 0.005, -0.242, -0.782, -0.202, -0.559, 0.015, 0.101, 0.095, 0.027, 0.090, 0.060, -0.021, 0.103, 0.018, -0.005, -0.185, 0.098, 0.047, 0.037], "spin_multiplicity": 1, "gap_ev": 8.6, "total_charge": -1, "e_above_lowest_kj_mol": 49.09, "homo_energy_ha": -0.201, "largest_force_ev_per_a": 2.165}

---

{"formula": "C18H37N2O2P3SZr", "method": "ωB97M-V/def2-TZVPD", "symbols": ["Zr", "S", "P", "P", "P", "O", "O", "N", "N", "C", "C", "C", "C", "C", "C", "C", "C", "C", "C", "C", "C", "C", "C", "C", "C", "C", "C", "H", "H", "H", "H", "H", "H", "H", "H", "H", "H", "H", "H", "H", "H", "H", "H", "H", "H", "H", "H", "H", "H", "H", "H", "H", "H", "H", "H", "H", "H", "H", "H", "H", "H", "H", "H", "H"], "coordinates": [[-0.10751, 0.20482, -0.53760], [-0.13381, -0.20837, 2.70506], [-2.54067, -0.95859, 0.45183], [0.85755, 2.40436, 0.98801], [1.77517, -1.45717, -1.79744], [3.24526, 0.16151, 0.58732], [-0.29051, -3.26804, 0.03517], [1.67758, -2.15933, 3.13670], [0.69275, -1.37323, 5.03878], [-0.57497, 3.37585, 1.58483], [-3.97820, 0.15730, 0.52610], [-0.95786, 2.65718, -1.65191], [-0.02109, 0.89079, -3.05438], [-2.68191, -1.80980, 2.06769], [3.08755, -0.41704, -2.54457], [-0.17557, -2.08863, -0.11428], [-2.30141, 0.69741, -2.20110], [1.07109, -2.22980, -3.29342], [1.89239, 2.35292, 2.48206], [1.72137, 3.67757, -0.00636], [2.10544, 0.15824, 0.25932], [0.10336, 2.15041, -2.43488], [0.78794, -1.30492, 3.69644], [-3.20753, -2.23348, -0.69410], [2.72171, -2.78396, -0.99857], [-2.17320, 1.95175, -1.56468], [-1.24005, 0.18038, -2.97075], [-1.31175, 3.50367, 0.78945], [2.05116, 3.36915, 2.85908], [2.62316, 0.44042, -3.04387], [3.47328, -3.19369, -1.68559], [-1.06469, 2.86103, 2.41412], [-0.85976, 3.63641, -1.17711], [-1.89253, -2.55820, 2.17129], [1.09207, 4.03820, -0.82105], [-3.65581, -2.30179, 2.16081], [-3.03647, 2.40763, -1.06710], [0.05450, -0.77621, 5.55033], [-0.21853, 4.36039, 1.91035], [1.82578, -2.23444, 2.12442], [-4.17468, 0.61963, -0.43778], [0.99245, 2.75734, -2.61684], [1.84304, -2.80714, -3.81744], [-4.24751, -2.46127, -0.42361], [1.24961, -2.03190, 5.55293], [-4.85929, -0.40271, 0.84962], [0.67235, -1.46748, -3.96924], [2.85125, 1.88163, 2.26292], [0.79472, 0.50157, -3.66518], [-3.17874, -1.85146, -1.71792], [-2.59918, -3.14182, -0.65333], [3.76410, -0.04666, -1.76675], [2.19607, -2.78384, 3.75730], [-3.78054, 0.96147, 1.23325], [-1.38860, -0.72507, -3.56144], [-3.24747, 0.15204, -2.15015], [0.24849, -2.89611, -3.01673], [1.99902, 4.51336, 0.64506], [-2.55792, -1.09380, 2.88766], [3.65889, -0.99597, -3.28355], [3.24006, -2.38696, -0.11898], [2.62534, 3.25743, -0.45339], [2.05563, -3.59270, -0.68103], [1.40764, 1.75974, 3.26417]], "lowdin_charge": [1.099, 0.698, 0.781, 0.757, 0.781, 0.136, 0.134, 0.131, 0.181, -0.206, -0.212, -0.093, -0.147, -0.266, -0.188, -0.262, -0.104, -0.192, -0.235, -0.203, -0.275, -0.072, -0.735, -0.200, -0.183, -0.035, -0.082, 0.029, 0.093, 0.044, 0.102, 0.058, 0.122, 0.043, 0.035, 0.091, 0.152, 0.140, 0.092, 0.090, 0.032, 0.147, 0.096, 0.095, 0.142, 0.092, 0.042, 0.054, 0.104, 0.042, 0.053, 0.057, 0.147, 0.068, 0.146, 0.117, 0.068, 0.091, 0.018, 0.099, 0.056, 0.068, 0.060, 0.010], "spin_multiplicity": 1, "gap_ev": 6.6, "total_charge": 4, "homo_energy_ha": -0.767, "largest_force_ev_per_a": 7.154}

---

Copy entry 1 word for word.
{"formula": "C4H14NO5S", "method": "ωB97M-V/def2-TZVPD", "symbols": ["S", "O", "O", "O", "O", "O", "N", "C", "C", "C", "C", "H", "H", "H", "H", "H", "H", "H", "H", "H", "H", "H", "H", "H", "H"], "coordinates": [[2.87704, 0.88704, -0.56782], [-1.62181, -3.34472, -0.11675], [-0.31774, -0.03061, -0.63337], [-1.58307, 2.89415, -1.33384], [-2.20559, 0.37308, 0.55871], [-2.25356, 0.48108, -2.52919], [-0.49803, -0.79637, 1.49933], [2.06071, -0.60697, 1.77714], [-1.06768, -0.06557, 0.36062], [0.81228, -1.52031, 1.37924], [2.20076, 0.77286, 1.13364], [-1.42552, 0.21048, -2.05751], [0.59899, -2.41728, 1.97204], [0.95733, -1.84177, 0.35490], [-2.99146, 0.38489, -1.93352], [2.98794, -1.14271, 1.54446], [1.28146, 1.31671, 1.28134], [-1.63671, 2.07877, -1.86202], [-0.84958, -0.57472, 2.41333], [-1.63716, 2.66201, -0.39093], [-1.16401, -2.77620, 0.52379], [2.16271, 0.04386, -1.27174], [1.83721, -0.51143, 2.85486], [3.08495, 1.24558, 1.60272], [-2.13217, -2.67470, -0.59731]], "lowdin_charge": [0.678, -0.074, -0.069, -0.104, -0.035, -0.094, 0.005, -0.242, -0.782, -0.202, -0.559, 0.015, 0.101, 0.095, 0.027, 0.090, 0.060, -0.021, 0.103, 0.018, -0.005, -0.185, 0.098, 0.047, 0.037], "spin_multiplicity": 1, "gap_ev": 8.6, "total_charge": -1, "e_above_lowest_kj_mol": 49.09, "homo_energy_ha": -0.201, "largest_force_ev_per_a": 2.165}